[1]
ORCA calculation (ωB97M-V with the def2-TZVPD basis set) on a cluster of 2 separate species, C4H10NO in total at a distorted geometry.

Properties
energy above the lowest of the compared OMol25 structures with the same formula, charge and spin: 2.897 eV
energy: -7838.4198 eV
frontier orbital gap: 0.2737 hartree
E_LUMO: -6.84 eV

Structure (ORCA input):
```
! RIJCOSX wB97M-V def2-TZVPD def2/J DEFGRID3
* xyz 1 1
C -0.697 1.068 -1.196
C -1.131 -0.003 -0.280
C 1.675 -0.659 0.815
C -1.403 0.414 1.034
N 2.066 -1.451 -0.193
O 1.749 0.591 0.790
H -1.096 2.005 -0.872
H -1.102 0.966 -2.224
H -1.403 -0.915 -0.669
H 1.290 -1.280 1.643
H -1.626 -0.388 1.772
H -2.460 0.793 0.870
H -0.555 1.090 1.279
H 1.886 -2.414 -0.433
H 2.357 -0.902 -0.984
H 0.451 1.084 -1.351
*
```



[2]
ORCA calculation (ωB97M-V with the def2-TZVPD basis set) on a cluster of 10 separate species, C34H86N2O18 in total at a distorted geometry.

Properties
energy above the lowest of the compared OMol25 structures with the same formula, charge and spin: 1.228 eV
SMILES: CC1(C)CCCC(C)(C)N1O.CC1(C)CCCC(C)(C)N1O.OCCO.OCCO.OCCO.OCCO.OCCO.OCCO.OCCO.OCCO
energy: -76481.6916 eV
frontier orbital gap: 0.3556 hartree
E_LUMO: 0.16 eV

Structure (ORCA input):
```
! RIJCOSX wB97M-V def2-TZVPD def2/J DEFGRID3
* xyz 0 1
C 0.547 -2.771 -4.842
C -0.325 -2.594 -3.581
C -1.242 -1.397 -3.795
C -1.105 -3.839 -3.288
C -0.369 -5.037 -2.731
C 0.203 -4.527 -1.442
C 1.224 -3.423 -1.660
C 1.606 -2.918 -0.287
C 2.438 -3.940 -2.353
N 0.400 -2.348 -2.339
O 1.201 -1.121 -2.448
H 1.120 -3.679 -4.893
H -0.004 -2.676 -5.742
H 1.213 -1.904 -4.859
H -1.928 -1.219 -2.970
H -0.656 -0.494 -4.026
H -1.805 -1.701 -4.709
H -1.841 -3.622 -2.544
H -1.606 -4.131 -4.225
H -1.153 -5.822 -2.575
H 0.373 -5.526 -3.374
H 0.689 -5.347 -0.843
H -0.635 -4.100 -0.879
H 0.819 -2.310 0.132
H 2.463 -2.243 -0.225
H 1.917 -3.760 0.354
H 2.835 -4.755 -1.711
H 3.233 -3.145 -2.348
H 2.231 -4.418 -3.257
H 1.753 -1.372 -3.192
C 4.992 1.511 3.531
C 5.431 1.169 2.088
C 6.915 1.729 1.900
C 5.440 -0.356 1.950
C 5.519 -0.798 0.498
C 4.535 -0.131 -0.364
C 4.454 1.406 -0.288
C 5.534 2.059 -1.000
C 3.119 1.797 -0.927
N 4.435 1.743 1.142
O 4.420 3.200 1.267
H 4.037 1.080 3.793
H 5.781 1.131 4.208
H 4.934 2.584 3.693
H 7.004 2.779 1.704
H 7.448 1.537 2.845
H 7.374 1.139 1.106
H 6.215 -0.743 2.621
H 4.446 -0.705 2.332
H 6.558 -0.584 0.189
H 5.489 -1.889 0.353
H 3.487 -0.499 -0.192
H 4.847 -0.396 -1.361
H 6.600 1.903 -0.687
H 5.390 3.152 -0.947
H 5.483 1.706 -2.041
H 2.185 1.684 -0.385
H 2.979 1.233 -1.868
H 3.147 2.873 -1.277
H 5.254 3.467 0.813
O 2.299 -1.811 3.599
C 1.179 -2.665 3.709
C 0.049 -1.944 4.453
O -0.371 -0.904 3.635
H 1.993 -0.876 3.494
H 0.722 -2.844 2.694
H 1.556 -3.623 4.150
H 0.400 -1.558 5.417
H -0.772 -2.650 4.606
H -0.799 -1.258 2.816
O -1.206 2.588 -2.432
C 0.159 2.815 -2.472
C 0.510 3.785 -3.592
O -0.464 4.862 -3.562
H -1.628 3.422 -2.715
H 0.418 3.274 -1.497
H 0.656 1.874 -2.538
H 0.263 3.310 -4.583
H 1.527 4.085 -3.399
H -0.120 5.502 -2.928
O -2.066 -2.679 1.972
C -3.459 -2.819 2.302
C -4.136 -3.652 1.267
O -4.470 -2.843 0.162
H -1.947 -2.129 1.178
H -3.425 -3.128 3.334
H -3.909 -1.827 2.206
H -5.085 -3.959 1.636
H -3.513 -4.484 1.002
H -3.613 -2.725 -0.361
O -3.521 2.310 0.395
C -3.284 3.687 0.433
C -4.264 4.295 -0.605
O -5.582 3.982 -0.259
H -3.096 1.949 1.203
H -3.527 4.084 1.436
H -2.253 3.901 0.182
H -4.020 3.833 -1.565
H -4.149 5.375 -0.670
H -5.553 3.297 0.437
O -0.043 1.730 4.780
C 0.235 2.685 3.677
C 1.624 2.615 3.187
O 1.837 1.414 2.420
H 0.070 0.909 4.339
H -0.434 2.537 2.848
H 0.218 3.713 4.117
H 2.297 2.678 4.081
H 1.796 3.458 2.512
H 2.769 1.409 1.999
O -7.387 0.404 -4.048
C -6.339 -0.029 -3.177
C -5.024 0.583 -3.557
O -5.370 1.909 -3.896
H -7.363 -0.200 -4.823
H -6.672 0.327 -2.202
H -6.254 -1.144 -3.075
H -4.583 0.092 -4.495
H -4.302 0.530 -2.735
H -6.308 1.936 -4.147
O -2.627 0.901 2.722
C -3.125 1.431 3.926
C -4.539 1.791 3.670
O -5.297 0.870 2.973
H -1.732 0.589 2.917
H -3.118 0.547 4.541
H -2.626 2.234 4.469
H -4.523 2.726 3.033
H -5.004 2.136 4.592
H -4.651 0.473 2.377
O -1.914 -1.767 -0.609
C -2.130 -0.381 -0.445
C -0.821 0.387 -0.111
O -0.237 -0.141 1.051
H -1.023 -1.906 -1.068
H -2.577 0.097 -1.283
H -2.752 -0.258 0.429
H -0.966 1.499 -0.005
H -0.091 0.242 -0.928
H 0.440 0.477 1.357
*
```



[3]
ORCA calculation (ωB97M-V with the def2-TZVPD basis set) on a structure of composition C24H51BClN2O5Zn at a distorted geometry.

Properties
energy: -100528.6689 eV
frontier orbital gap: 0.1306 hartree
E_LUMO: -7.95 eV

Structure (ORCA input):
```
! RIJCOSX wB97M-V def2-TZVPD def2/J DEFGRID3
* xyz 1 1
C -3.815 -0.213 2.594
C -4.056 -0.353 0.962
C -3.415 0.931 0.106
C -2.165 0.391 -0.866
C -0.983 1.525 -0.929
C 0.516 0.955 -1.261
C 1.192 1.896 -2.468
C 0.287 1.951 -3.834
C -0.220 3.501 -4.203
Cl -1.773 3.471 -5.265
O 1.475 1.202 -0.133
B 1.832 0.006 0.710
C 1.453 0.522 2.225
C -0.149 0.702 2.521
C -0.581 2.181 3.105
C 0.091 3.452 2.319
C -0.890 4.751 2.126
N -0.384 5.755 1.074
O 3.302 -0.087 0.765
C 3.788 -1.472 0.763
C 3.550 -2.303 2.156
N 2.341 -3.191 1.959
C 1.528 -3.371 3.222
C 0.463 -4.650 3.130
C -1.083 -4.237 3.532
O 0.378 -5.215 1.745
O 1.035 -1.049 0.056
C 0.770 -0.674 -1.373
C 1.975 -1.234 -2.333
C 1.673 -1.176 -3.942
C 0.134 -1.533 -4.378
O 0.117 -1.592 -5.863
C -1.082 -0.936 -6.408
H -2.754 -0.628 2.943
H -4.019 0.879 2.988
H -4.606 -0.954 3.092
H -5.225 -0.452 0.817
H -3.597 -1.386 0.651
H -2.938 1.636 0.919
H -4.230 1.525 -0.500
H -2.643 0.312 -1.950
H -1.847 -0.640 -0.413
H -1.361 2.384 -1.627
H -0.923 2.000 0.165
H 2.291 1.574 -2.732
H 1.205 3.007 -2.033
H -0.728 1.334 -3.712
H 0.837 1.573 -4.806
H -0.536 3.993 -3.190
H 0.672 4.023 -4.753
H 2.093 1.514 2.403
H 1.879 -0.249 3.031
H -0.816 0.352 1.595
H -0.421 -0.075 3.386
H -0.170 2.219 4.225
H -1.766 2.257 3.223
H 1.012 3.808 2.988
H 0.544 3.198 1.268
H -0.900 5.335 3.141
H -1.937 4.382 1.755
H -0.663 5.459 0.110
H 0.646 5.906 1.165
H 3.397 -2.142 -0.113
H 4.971 -1.408 0.617
H 4.485 -3.037 2.266
H 3.541 -1.656 3.130
H 2.744 -4.119 1.640
H 0.836 -2.412 3.349
H 2.204 -3.418 4.181
H 0.809 -5.561 3.810
H -1.731 -5.224 3.360
H -1.224 -3.928 4.653
H -1.466 -3.448 2.753
H -0.416 -5.832 1.707
H -0.143 -1.381 -1.608
H 2.124 -2.386 -2.061
H 3.004 -0.710 -2.032
H 2.361 -2.016 -4.439
H 2.082 -0.155 -4.340
H -0.689 -0.840 -3.917
H -0.088 -2.648 -4.017
H -1.231 0.156 -6.014
H -1.987 -1.657 -6.219
H -0.971 -0.843 -7.591
Zn 0.985 0.472 4.924
*
```



[4]
ORCA calculation (ωB97M-V with the def2-TZVPD basis set) on a cluster of 6 separate species, H12O6 in total.

Properties
energy above the lowest of the compared OMol25 structures with the same formula, charge and spin: 1.158 eV
SMILES: O.O.O.O.O.O
energy: -12479.9556 eV
frontier orbital gap: 0.4179 hartree
E_LUMO: 0.55 eV

Structure (ORCA input):
```
! RIJCOSX wB97M-V def2-TZVPD def2/J DEFGRID3
* xyz 0 1
O 1.745 -0.713 -3.385
H 1.830 0.239 -3.275
H 1.755 -1.134 -2.510
O 2.238 -2.010 -0.865
H 2.828 -2.761 -0.788
H 2.635 -1.279 -0.371
O -1.475 -0.599 2.888
H -1.880 -0.828 3.730
H -1.243 0.333 2.927
O -1.679 -1.242 -0.011
H -2.193 -1.034 0.776
H -1.509 -2.192 -0.030
O -0.853 3.313 1.530
H -1.039 4.200 1.223
H -0.722 2.775 0.748
O 0.146 1.134 -0.618
H -0.637 0.614 -0.393
H 0.052 1.185 -1.578
*
```



[5]
ORCA calculation (ωB97M-V with the def2-TZVPD basis set) on a cluster of 2 separate species, C3H10N2O3 in total at a distorted geometry.

Properties
energy above the lowest of the compared OMol25 structures with the same formula, charge and spin: 2.110 eV
SMILES: NC(=O)CNCO.O
energy: -12394.6248 eV
frontier orbital gap: 0.3553 hartree
E_LUMO: 0.48 eV

Structure (ORCA input):
```
! RIJCOSX wB97M-V def2-TZVPD def2/J DEFGRID3
* xyz 0 1
N -0.602 2.062 1.260
C -1.180 1.077 0.481
O -1.730 0.139 1.116
C -0.688 1.044 -1.028
N 0.565 0.304 -1.054
C 0.777 -0.688 -1.989
O 0.539 -1.933 -1.381
H -0.800 2.085 2.264
H 0.260 2.579 1.119
H -0.724 2.106 -1.503
H -1.491 0.365 -1.482
H 1.254 0.293 -0.254
H 1.859 -0.850 -2.266
H 0.251 -0.590 -3.044
H -0.186 -1.738 -0.763
O 1.704 -1.547 2.151
H 0.850 -1.698 1.678
H 1.432 -0.985 2.935
*
```



[6]
ORCA calculation (ωB97M-V with the def2-TZVPD basis set) on a cluster of 2 separate species, CH4NO3 in total.

Properties
energy above the lowest of the compared OMol25 structures with the same formula, charge and spin: 0.762 eV
energy: -8736.1812 eV
frontier orbital gap: 0.3036 hartree
E_LUMO: 4.47 eV

Structure (ORCA input):
```
! RIJCOSX wB97M-V def2-TZVPD def2/J DEFGRID3
* xyz -1 1
N -0.339 -1.412 -0.608
C 0.359 -0.099 -0.775
O 0.815 0.394 0.272
O 0.258 0.420 -1.906
H -1.133 -1.320 -1.232
H 0.217 -2.214 -0.865
H -1.036 0.181 1.692
H -0.527 1.525 2.112
O -0.828 0.689 2.487
*
```



[7]
ORCA calculation (ωB97M-V with the def2-TZVPD basis set) on a structure of composition C25H54INNbO21S5 at a distorted geometry.

Properties
energy: -135098.5851 eV
frontier orbital gap: 0.2046 hartree
E_LUMO: 1.10 eV

Structure (ORCA input):
```
! RIJCOSX wB97M-V def2-TZVPD def2/J DEFGRID3
* xyz -1 1
C 2.325 4.037 0.129
C 1.678 4.478 -1.338
C 2.798 4.588 -2.531
I 2.340 6.245 -3.956
Nb 3.037 2.586 -3.689
C 3.542 0.833 -5.072
C 2.748 1.332 -1.851
C 2.834 -0.270 -1.930
C 4.073 -0.955 -1.036
C 3.681 -2.497 -0.530
N 4.334 -2.824 0.795
C 3.361 -2.857 1.945
C 5.251 -4.018 0.734
C 6.589 -3.891 -0.260
O 5.120 -5.178 1.378
C 0.789 2.549 -4.261
C 0.020 1.179 -3.802
C -1.052 0.688 -4.989
C -0.919 1.371 -2.438
H 2.203 4.846 0.963
H 1.879 2.976 0.410
H 3.473 3.814 -0.106
H 0.736 3.839 -1.642
H 1.265 5.584 -1.165
H 3.832 4.923 -2.037
H 3.265 3.645 -5.177
H 4.827 2.697 -3.284
H 4.456 0.278 -4.541
H 2.640 0.108 -5.239
H 3.971 1.213 -6.114
H 3.531 1.700 -1.027
H 1.688 1.624 -1.383
H 1.851 -0.702 -1.404
H 2.880 -0.789 -2.968
H 5.059 -1.081 -1.657
H 4.323 -0.337 -0.071
H 2.509 -2.668 -0.473
H 4.066 -3.208 -1.404
H 3.044 -3.919 2.316
H 3.847 -2.254 2.839
H 2.346 -2.289 1.675
H 7.129 -2.907 0.077
H 7.316 -4.808 -0.151
H 6.174 -3.782 -1.350
H 0.728 2.606 -5.449
H 0.210 3.504 -3.842
H 0.784 0.292 -3.711
H -0.470 0.255 -5.928
H -1.790 1.556 -5.291
H -1.724 -0.167 -4.529
H -0.498 0.790 -1.504
H -1.054 2.537 -2.245
H -2.012 0.926 -2.616
C -5.226 3.552 0.149
C -3.709 3.421 0.256
O -3.335 2.539 -0.800
S -4.359 2.749 -2.053
O -3.735 3.644 -3.001
O -4.897 1.461 -2.423
O -5.508 3.580 -1.249
H -5.728 2.680 0.581
H -5.597 4.460 0.632
H -3.392 3.020 1.222
H -3.217 4.383 0.082
C 0.201 -5.333 -0.253
C -0.500 -6.078 -1.385
O -1.562 -5.220 -1.794
S -1.101 -3.669 -1.587
O -0.624 -3.167 -2.856
O -2.107 -2.994 -0.800
O 0.192 -3.959 -0.637
H -0.355 -5.428 0.686
H 1.227 -5.680 -0.103
H -0.889 -7.048 -1.066
H 0.170 -6.218 -2.239
C -4.822 6.242 5.353
C -6.169 6.520 4.692
O -5.911 6.491 3.291
S -4.714 5.424 2.994
O -5.315 4.172 2.591
O -3.689 6.089 2.224
O -4.188 5.264 4.529
H -4.194 7.139 5.361
H -4.932 5.867 6.374
H -6.587 7.485 4.988
H -6.890 5.727 4.919
C 6.436 -7.394 3.251
C 5.432 -8.501 3.557
O 6.215 -9.594 4.031
S 7.518 -9.011 4.818
O 7.228 -9.012 6.235
O 8.702 -9.619 4.256
O 7.419 -7.475 4.281
H 6.933 -7.567 2.291
H 5.971 -6.404 3.244
H 4.853 -8.794 2.678
H 4.749 -8.202 4.360
C -7.985 0.802 1.993
C -7.647 1.902 2.996
O -8.835 2.682 3.108
S -10.129 1.711 2.899
O -10.627 1.336 4.203
O -10.967 2.282 1.870
O -9.335 0.433 2.271
H -7.940 1.179 0.966
H -7.325 -0.064 2.091
H -6.809 2.521 2.669
H -7.426 1.480 3.982
*
```



[8]
ORCA calculation (ωB97M-V with the def2-TZVPD basis set) on a cluster of 3 separate species, C16H40IN3O7PS3 in total at a distorted geometry.

Properties
energy: -85932.2855 eV
frontier orbital gap: 0.3480 hartree
E_LUMO: -2.50 eV

Structure (ORCA input):
```
! RIJCOSX wB97M-V def2-TZVPD def2/J DEFGRID3
* xyz 1 1
C 0.209 2.660 0.600
C -0.025 2.719 -0.915
C -0.002 1.343 -1.600
I -0.616 1.636 -3.685
N -0.768 0.344 -0.907
C -2.192 0.619 -0.919
C -2.820 -0.200 0.205
P -4.506 0.317 0.702
S -5.244 -1.023 1.888
N -2.802 -1.626 -0.199
C -1.440 -2.075 -0.674
C -0.565 -1.019 -1.413
C 0.893 -1.512 -1.328
C 1.620 -1.251 -0.001
O 1.427 -2.374 0.873
C 3.120 -1.014 -0.195
N 3.389 0.249 -0.899
H 1.270 2.548 0.823
H -0.321 1.833 1.075
H -0.162 3.581 1.057
H 0.798 3.278 -1.362
H -0.929 3.272 -1.174
H 1.030 1.019 -1.678
H -2.621 0.266 -1.874
H -2.418 1.679 -0.819
H -2.182 -0.105 1.090
H -4.339 1.618 1.197
H -5.246 0.443 -0.486
H -3.076 -2.184 0.633
H -3.529 -1.817 -0.886
H -1.630 -2.880 -1.387
H -0.899 -2.510 0.166
H -0.831 -1.060 -2.481
H 0.909 -2.589 -1.503
H 1.457 -1.047 -2.138
H 1.197 -0.394 0.524
H 2.204 -2.927 0.826
H 3.593 -0.966 0.786
H 3.559 -1.865 -0.735
H 3.400 0.094 -1.898
H 4.313 0.568 -0.647
O -3.269 -3.869 2.000
S -2.458 -5.033 2.262
O -2.270 -5.983 1.212
O -3.020 -5.740 3.553
C -4.442 -6.046 3.606
C -4.805 -7.264 2.786
C -0.902 -4.567 2.921
H -5.007 -5.165 3.301
H -4.639 -6.216 4.662
H -4.683 -7.081 1.719
H -5.846 -7.529 2.972
H -4.173 -8.109 3.053
H -1.057 -3.865 3.735
H -0.336 -4.102 2.117
H -0.396 -5.465 3.266
O 4.693 5.148 -3.447
S 3.841 4.993 -2.311
O 2.466 5.385 -2.388
O 4.522 5.672 -1.052
C 4.972 7.046 -1.194
C 3.835 8.041 -1.122
C 3.904 3.333 -1.732
H 5.537 7.141 -2.122
H 5.666 7.188 -0.369
H 3.176 7.958 -1.985
H 4.238 9.053 -1.095
H 3.236 7.876 -0.227
H 4.938 3.014 -1.628
H 3.390 2.730 -2.479
H 3.380 3.284 -0.782
*
```



[9]
ORCA calculation (ωB97M-V with the def2-TZVPD basis set) on a cluster of 2 separate species, C3H9NO2 in total at a distorted geometry.

Properties
energy above the lowest of the compared OMol25 structures with the same formula, charge and spin: 1.632 eV
SMILES: CC(=O)O.CN
energy: -8841.3232 eV
frontier orbital gap: 0.3402 hartree
E_LUMO: 0.36 eV

Structure (ORCA input):
```
! RIJCOSX wB97M-V def2-TZVPD def2/J DEFGRID3
* xyz 0 1
C -2.042 -1.057 -0.756
C -1.262 0.240 -0.946
O -1.225 0.741 -2.033
O -0.584 0.798 0.083
H -3.029 -0.851 -1.155
H -2.042 -1.372 0.279
H -1.556 -1.767 -1.417
H -1.039 1.180 0.844
C 2.765 -0.232 2.029
N 1.959 -0.200 0.820
H 2.745 0.753 2.494
H 3.817 -0.351 1.761
H 2.496 -0.971 2.736
H 1.213 -0.870 0.860
H 1.422 0.628 0.617
*
```